1.
C5H10N2 | wB97M-V/def2-TZVPD

Its SMILES is C=C1N[C@@H]1C.C=N. The value obtained for the gap between HOMO and LUMO is 0.3629 hartree. The calculation puts the total energy at -305.91245 Ha. Its molar mass is 98.15 g/mol.

Geometry (Å):
N1 -0.33672 0.56011 -1.67200
N2 1.14498 0.75714 2.10485
C1 1.16988 -1.23305 -0.58719
C2 2.04777 0.79039 1.21626
C3 0.09632 -0.60591 -1.02383
C4 -1.33259 -0.40507 -1.11239
C5 -2.15961 -0.11507 0.11519
H1 2.94683 0.18134 1.34203
H2 2.01034 1.37890 0.28926
H3 -2.87365 0.69640 -0.06163
H4 -2.73395 -1.01023 0.37593
H5 -1.85821 -0.91404 -1.91822
H6 -0.21105 1.39166 -1.09431
H7 1.09664 -2.11053 0.04442
H8 -1.53067 0.13507 0.97651
H9 0.36574 1.36045 1.83062
H10 2.15795 -0.85757 -0.82550

---

2.
C5H10N2 | wB97M-V/def2-TZVPD

Its SMILES is CC/N=C/[C@H]1CN1. The value obtained for the gap between HOMO and LUMO is 0.3820 hartree. The calculation puts the total energy at -305.96560 Ha. Its molar mass is 98.15 g/mol.

Geometry (Å):
N1 -0.37294 -0.37450 2.27169
N2 -0.36680 -0.25405 -0.51699
C1 -0.27316 0.90126 1.57437
C2 -1.52567 0.50856 2.27230
C3 1.50463 -0.97341 -1.78435
C4 -0.16535 0.83798 0.09082
C5 0.10309 -0.36471 -1.88682
H1 2.18506 -0.25069 -1.31702
H2 0.19790 1.73773 -0.42915
H3 -0.56144 -1.02495 -2.45290
H4 0.14546 0.61067 -2.40127
H5 -0.49616 -1.08266 1.54559
H6 1.46755 -1.85801 -1.13950
H7 -1.75077 0.96243 3.23424
H8 0.38423 1.63463 2.03786
H9 -2.38675 0.25447 1.65750
H10 1.91111 -1.26476 -2.75638

---

3.
C5H10N2 | wB97M-V/def2-TZVPD

The value obtained for the gap between HOMO and LUMO (alpha / beta) is 0.2916 / 0.2917 hartree. The calculation puts the total energy at -305.80980 Ha. Its molar mass is 98.15 g/mol.

Geometry (Å):
N1 0.89877 0.41678 -1.54647
N2 2.15684 1.82857 -0.24376
C1 -0.95441 -0.62385 1.74933
C2 -1.08647 -0.91060 -1.48050
C3 -0.46622 0.24287 0.83515
C4 0.21702 -0.48368 -0.81399
C5 1.78548 1.76202 0.87160
H1 -1.96820 -0.55059 2.11979
H2 1.87610 0.16771 -1.66157
H3 -1.65324 -0.03527 -1.79528
H4 0.76977 -1.35134 -0.42445
H5 1.83160 2.23793 1.83433
H6 0.61650 0.71915 1.05753
H7 -0.37982 -1.47683 2.08821
H8 -1.09065 1.08022 0.53588
H9 -1.68256 -1.49287 -0.77389
H10 -0.87051 -1.53022 -2.35191